1.
21
Properties=species:S:1:pos:R:3:nbo_charge:R:1 method="wB97M-V/def2-TZVPD" de_lowest_ev=2.1283 charge=0 homo_lumo_gap_ev="3.4459 / 8.0495" spin_multiplicity=2 largest_force_ev_per_a=2.76 homo_energy_ev="-3.20 / -7.83"
C 0.17582 -1.98994 1.22555 -0.618
C 0.95075 -0.62781 0.87846 -0.439
C 0.85923 -0.34629 -0.54680 -0.021
C 1.80162 -0.23363 -1.56172 -0.639
N -0.51158 0.04731 -0.97742 -0.767
H 0.74399 -2.62537 1.89708 0.214
H 0.00833 -2.50884 0.28400 0.217
H -0.80346 -1.73497 1.61750 0.174
H 2.00985 -0.77611 1.09755 0.226
H 0.61130 0.15606 1.57016 0.176
H 2.72907 -0.72940 -1.29946 0.196
H 1.49716 0.10327 -2.53889 0.191
H -0.93812 -0.43239 -1.85072 0.210
H -1.24030 0.00268 -0.26118 0.426
H -0.55153 0.97839 -1.40594 0.440
H -0.01703 3.51283 -1.00629 0.489
H -1.15657 3.11420 -2.01160 0.479
O -0.28836 2.90002 -1.68517 -0.956
H -1.41107 -0.14377 2.31930 0.476
H -2.42807 0.98780 2.42938 0.481
O -2.04104 0.34594 1.82624 -0.956

---

2.
24
Properties=species:S:1:pos:R:3:nbo_charge:R:1 method="wB97M-V/def2-TZVPD" de_lowest_ev=1.0436 charge=0 homo_lumo_gap_ev=9.5263 spin_multiplicity=1 largest_force_ev_per_a=1.74 homo_energy_ev=-8.43
C 0.38206 2.60419 1.38351 -0.619
C 0.75339 2.83073 -0.09952 -0.402
C 1.29772 1.61676 -0.86478 -0.214
N 0.34333 0.52180 -0.96066 -0.642
C 0.45277 -0.67013 -0.11942 -0.197
C -0.43656 -1.75859 -0.69382 -0.424
C -0.69552 -2.93314 0.25160 -0.220
N -2.04633 -3.42354 0.32336 -0.815
H -0.48873 3.22231 1.59483 0.210
H 1.22374 2.75556 2.05265 0.209
H 0.02813 1.57934 1.45681 0.199
H 1.46911 3.65988 -0.16041 0.200
H -0.12759 3.24311 -0.60617 0.188
H 2.24457 1.33760 -0.40641 0.190
H 1.40846 1.98488 -1.85110 0.190
H -0.60620 0.86731 -0.91723 0.349
H 0.12286 -0.46683 0.91312 0.150
H 1.51500 -0.91508 -0.03312 0.189
H -1.34835 -1.22460 -0.89583 0.189
H -0.04450 -2.08512 -1.65931 0.208
H -0.02369 -3.75136 -0.01420 0.186
H -0.42826 -2.64621 1.26096 0.181
H -2.35131 -3.67151 -0.61106 0.347
H -2.64410 -2.67735 0.65619 0.346

---

3.
22
Properties=species:S:1:pos:R:3:nbo_charge:R:1 method="wB97M-V/def2-TZVPD" de_lowest_ev=3.1920 charge=0 homo_lumo_gap_ev="7.2412 / 7.2407" spin_multiplicity=1 largest_force_ev_per_a=4.81 homo_energy_ev="-7.50 / -7.50"
C -0.30670 2.06504 -2.34586 -0.190
C 0.77768 1.18392 -2.13034 -0.201
C 0.91573 0.26614 -0.96219 0.288
N 1.97308 -0.49722 -1.04433 -0.847
P 2.75589 -1.50583 -0.01715 1.064
O 1.65969 -1.97352 1.10031 -0.815
C 1.26232 -0.92626 2.01145 -0.089
C -0.15660 -0.27362 1.37834 -0.232
C -0.81878 -1.24000 0.43354 -0.352
C -0.26068 0.29785 -0.03220 -0.172
C -1.29548 1.32304 -0.26230 -0.143
C -1.34329 2.03210 -1.35221 -0.246
H -0.33435 2.77072 -3.14056 0.221
H 1.69519 1.05387 -2.69090 0.229
H 2.88417 -2.78126 -0.62006 -0.073
H 1.98289 -0.24102 2.50567 0.210
H 1.03458 -1.50653 2.96146 0.200
H -0.64305 0.40168 2.17754 0.238
H -0.18707 -2.03753 0.00198 0.260
H -1.90501 -1.21558 0.19158 0.231
H -2.04332 1.22365 0.51358 0.208
H -2.18189 2.62786 -1.54163 0.211